Record 1
Here is a cluster of 2 separate species, C4H15N2S in total from the Open Molecules 2025 dataset. Energies are from the ωB97M-V functional and the def2-TZVPD basis.

Computed properties:
charge = +1
HOMO energy = -12.8417 eV
LUMO level = -3.200 eV
frontier orbital gap = 9.6 eV

Last column: Löwdin charge in e.
Atoms and positions in Å:
C  -2.000  0.852  -0.825  -0.283
N  -2.463  0.858  -2.212  0.019
C  -0.793  1.763  -0.725  -0.159
N  -0.277  1.761  0.687  0.147
H  -1.751  -0.150  -0.448  0.106
H  -2.797  1.249  -0.189  0.125
H  -1.760  0.401  -2.786  0.078
H  -3.299  0.288  -2.286  0.085
H  -1.044  2.787  -0.991  0.137
H  0.020  1.423  -1.364  0.127
H  0.415  2.491  0.823  0.163
H  -1.051  1.929  1.331  0.164
H  0.187  0.829  0.885  0.048
C  0.740  -2.022  -0.429  -0.388
S  1.689  -0.801  0.523  0.770
C  1.536  -1.524  2.182  -0.380
H  0.569  -1.636  -1.432  0.032
H  -0.216  -2.224  0.052  0.037
H  1.306  -2.946  -0.524  0.045
H  2.053  -0.853  2.866  0.038
H  0.490  -1.605  2.466  0.040
H  2.028  -2.492  2.206  0.047

Record 2
Here is a structure of composition C41H46BFeN8P2S2 at a distorted geometry from the Open Molecules 2025 dataset. Energies are from the ωB97M-V functional and the def2-TZVPD basis.

Computed properties:
charge = +1
HOMO energy (alpha / beta) = -9.6725 / -9.6950 eV
LUMO level (alpha / beta) = -1.753 / -1.794 eV
frontier orbital gap (alpha / beta) = 7.9 / 7.9 eV

Last column: Löwdin charge in e.
Atoms and positions in Å:
Fe  0.322  -0.629  0.023  -0.142
C  3.197  -3.029  -0.940  -0.022
N  2.173  -3.865  -0.343  -0.107
C  2.416  -4.939  0.487  -0.040
C  1.207  -5.424  0.845  -0.049
N  0.239  -4.649  0.246  -0.010
B  -1.261  -5.077  0.290  -0.420
N  -2.276  -3.900  0.553  0.008
C  -3.606  -4.161  0.313  -0.051
C  -4.336  -3.144  0.816  -0.053
N  -3.437  -2.251  1.351  -0.124
C  -3.790  -1.003  1.999  -0.036
C  -2.179  -2.724  1.177  -0.629
S  -0.747  -1.912  1.750  0.686
C  0.840  -3.694  -0.466  -0.665
S  0.063  -2.466  -1.416  0.717
H  4.137  -3.576  -0.920  0.097
H  3.301  -2.100  -0.385  0.051
H  2.923  -2.805  -1.971  0.085
H  3.413  -5.263  0.721  0.119
H  0.940  -6.259  1.465  0.120
H  -1.586  -5.580  -0.760  0.080
H  -1.348  -5.856  1.214  0.080
H  -3.908  -5.065  -0.184  0.126
H  -5.397  -2.971  0.848  0.125
H  -3.563  -0.167  1.345  0.045
H  -4.857  -1.022  2.213  0.102
H  -3.228  -0.896  2.923  0.082
N  -1.926  1.324  0.081  -0.337
P  -0.650  1.266  1.232  0.910
C  0.229  2.862  1.068  -0.337
C  -0.410  4.094  1.222  -0.075
C  0.272  5.276  0.992  -0.065
C  1.615  5.245  0.627  -0.072
C  2.267  4.029  0.498  -0.075
C  1.569  2.846  0.717  -0.120
C  -1.465  1.482  2.826  -0.372
C  -0.719  1.222  3.973  -0.093
C  -1.270  1.424  5.228  -0.067
C  -2.575  1.886  5.347  -0.069
C  -3.325  2.142  4.209  -0.068
C  -2.773  1.939  2.951  -0.118
P  -1.230  0.810  -1.408  0.953
C  -1.003  2.362  -2.304  -0.342
C  -2.106  3.072  -2.784  -0.083
C  -1.926  4.320  -3.357  -0.067
C  -0.650  4.863  -3.463  -0.067
C  0.449  4.157  -2.999  -0.064
C  0.273  2.907  -2.421  -0.092
C  -2.519  -0.062  -2.328  -0.368
C  -2.387  -0.172  -3.712  -0.100
C  -3.267  -0.962  -4.435  -0.067
C  -4.284  -1.645  -3.780  -0.067
C  -4.415  -1.537  -2.404  -0.065
C  -3.531  -0.753  -1.675  -0.079
H  -2.501  2.163  0.060  0.066
H  -1.452  4.135  1.522  0.105
H  -0.237  6.224  1.103  0.109
H  2.150  6.169  0.453  0.108
H  3.313  3.998  0.220  0.106
H  2.069  1.894  0.602  0.050
H  0.296  0.848  3.889  0.099
H  -0.686  1.215  6.114  0.107
H  -3.008  2.042  6.326  0.109
H  -4.343  2.499  4.298  0.110
H  -3.380  2.127  2.075  0.097
H  -3.100  2.643  -2.722  0.112
H  -2.781  4.868  -3.730  0.109
H  -0.516  5.836  -3.916  0.109
H  1.443  4.578  -3.082  0.109
H  1.130  2.363  -2.046  0.079
H  -1.607  0.371  -4.236  0.107
H  -3.162  -1.042  -5.509  0.109
H  -4.971  -2.262  -4.343  0.109
H  -5.200  -2.076  -1.889  0.101
H  -3.622  -0.690  -0.600  0.070
C  4.031  0.112  3.803  -0.018
N  3.156  -0.993  3.420  -0.180
C  3.051  -2.166  4.290  -0.009
C  2.509  -0.971  2.283  -0.224
N  1.898  -0.963  1.302  0.112
H  5.059  -0.238  3.900  0.095
H  3.700  0.529  4.755  0.095
H  3.983  0.888  3.043  0.090
H  4.031  -2.631  4.407  0.095
H  2.359  -2.877  3.847  0.095
H  2.674  -1.860  5.266  0.096
C  5.015  0.350  -4.383  -0.030
C  3.926  0.265  -3.355  -0.251
C  2.612  -0.014  -3.699  0.003
C  1.642  -0.091  -2.715  -0.204
N  1.884  0.099  -1.415  -0.025
C  3.153  0.377  -1.089  -0.164
C  4.183  0.469  -2.003  -0.009
H  4.649  0.093  -5.374  0.082
H  5.836  -0.324  -4.135  0.090
H  5.426  1.360  -4.423  0.092
H  2.331  -0.184  -4.730  0.124
H  0.625  -0.328  -2.994  0.053
H  3.357  0.529  -0.038  0.085
H  5.183  0.696  -1.655  0.122

Record 3
Here is an isolated molecule of C8H11NO2 at a distorted geometry from the Open Molecules 2025 dataset. Energies are from the ωB97M-V functional and the def2-TZVPD basis.

Computed properties:
HOMO energy = -8.1847 eV
LUMO level = 0.766 eV
frontier orbital gap = 9.0 eV

Last column: Löwdin charge in e.
Atoms and positions in Å:
C  -1.270  0.686  -1.566  0.072
C  -1.613  -0.102  -0.511  -0.391
C  -0.728  -1.181  -0.201  -0.077
C  0.583  -1.177  -0.269  -0.089
N  1.489  -0.182  -0.329  0.000
C  1.352  1.312  -0.166  -0.066
C  2.847  1.310  0.286  -0.025
C  2.783  -0.211  0.160  -0.454
O  3.612  -1.066  0.240  0.116
O  -2.588  0.222  0.361  -0.091
C  -3.051  -0.793  1.181  -0.091
H  -1.817  1.593  -1.768  0.068
H  -0.368  0.493  -2.080  0.050
H  -1.227  -2.172  0.034  0.133
H  1.003  -2.100  -0.047  0.116
H  0.587  1.513  0.630  0.140
H  1.129  1.844  -1.056  0.091
H  2.874  1.485  1.354  0.113
H  3.682  1.768  -0.173  0.104
H  -2.121  -1.045  1.775  0.114
H  -3.127  -1.647  0.559  0.064
H  -4.032  -0.550  1.584  0.104

Record 4
Here is a cluster of 2 separate species, CH2ClN2O2 in total at a distorted geometry from the Open Molecules 2025 dataset. Energies are from the ωB97M-V functional and the def2-TZVPD basis.

Computed properties:
charge = -1
HOMO energy (alpha / beta) = -4.7495 / -4.7492 eV
LUMO level (alpha / beta) = 4.036 / 4.036 eV
frontier orbital gap (alpha / beta) = 8.8 / 8.8 eV

Last column: Löwdin charge in e.
Atoms and positions in Å:
C  0.097  0.479  0.070  -0.280
N  -0.501  1.042  1.053  -0.001
N  -1.124  0.519  2.100  -0.498
O  -0.638  -0.475  2.555  0.030
O  -2.067  1.146  2.639  -0.039
Cl  2.319  -0.377  0.614  -0.303
H  0.741  1.086  -0.573  0.020
H  -0.157  -0.537  -0.357  0.071

DFT total energy / a.u.: -668.85486, -4795.59651, -516.56449, -759.42060
Relative energy (zero: lowest compared OMol25 entry of this formula, charge and spin) / eV: 0.569, 1.062, 3.648, 1.038